C16H48O16 | wB97M-V/def2-TZVPD

Geometry as XYZ:
```
80
Properties=species:S:1:pos:R:3:lowdin_charge:R:1
O 0.318 5.213 -1.416 -0.059
C 0.860 4.181 -0.633 -0.257
C 1.280 4.694 0.733 -0.235
O 0.106 5.271 1.313 -0.063
H -0.266 5.714 -0.834 0.086
H 0.144 3.375 -0.408 0.096
H 1.644 3.650 -1.173 0.129
H 2.118 5.399 0.719 0.122
H 1.660 3.862 1.343 0.113
H 0.404 5.970 1.902 0.090
O 4.013 -0.427 0.296 -0.056
C 4.303 -0.911 1.600 -0.224
C 4.737 -2.355 1.584 -0.265
O 6.089 -2.526 1.190 -0.047
H 3.211 -0.899 0.038 0.051
H 5.146 -0.335 1.990 0.126
H 3.472 -0.741 2.293 0.107
H 4.081 -2.956 0.935 0.089
H 4.664 -2.862 2.551 0.117
H 6.316 -1.910 0.487 0.086
O -3.438 -1.042 2.318 -0.062
C -3.435 0.282 1.816 -0.247
C -3.515 0.342 0.300 -0.282
O -3.261 1.607 -0.230 -0.053
H -4.240 -1.498 2.049 0.090
H -4.307 0.810 2.229 0.123
H -2.550 0.791 2.191 0.104
H -4.492 -0.023 -0.037 0.125
H -2.799 -0.393 -0.104 0.102
H -2.318 1.726 -0.382 0.053
O -0.628 -0.024 3.519 -0.063
C 0.408 -0.942 3.844 -0.230
C -0.121 -2.352 3.727 -0.168
O -0.486 -2.591 2.334 -0.104
H -0.550 0.766 4.058 0.097
H 1.248 -0.823 3.158 0.087
H 0.738 -0.806 4.880 0.130
H -1.062 -2.560 4.241 0.125
H 0.619 -3.112 3.971 0.110
H -0.945 -1.798 2.035 0.027
O 1.142 -1.768 0.239 -0.077
C 0.499 -0.553 0.588 -0.215
C 0.659 0.579 -0.451 -0.207
O -0.484 0.943 -1.172 -0.078
H 0.577 -2.529 0.391 0.073
H -0.561 -0.762 0.765 0.106
H 0.889 -0.183 1.543 0.086
H 1.486 0.247 -1.091 0.129
H 1.003 1.420 0.153 0.102
H -0.504 0.423 -1.992 0.049
O -3.521 2.788 -3.577 -0.065
C -2.338 3.347 -3.029 -0.228
C -1.751 4.424 -3.936 -0.231
O -2.755 5.372 -4.278 -0.063
H -3.791 3.327 -4.330 0.097
H -2.476 3.809 -2.046 0.119
H -1.610 2.540 -2.898 0.107
H -1.317 4.068 -4.869 0.125
H -0.932 4.901 -3.386 0.099
H -3.112 5.768 -3.477 0.093
O 1.365 -5.848 0.620 -0.069
C 2.679 -5.269 0.696 -0.206
C 2.715 -4.283 1.858 -0.243
O 2.180 -4.993 3.003 -0.075
H 0.958 -5.581 -0.206 0.085
H 3.373 -6.087 0.892 0.124
H 2.923 -4.817 -0.269 0.123
H 2.115 -3.396 1.642 0.099
H 3.742 -4.116 2.181 0.079
H 1.408 -5.460 2.655 0.070
O -0.746 -0.512 -3.527 -0.080
C -1.786 -1.478 -3.730 -0.208
C -3.142 -0.894 -3.400 -0.259
O -3.548 0.055 -4.342 -0.046
H -0.829 0.105 -4.263 0.100
H -1.720 -1.858 -4.751 0.124
H -1.614 -2.315 -3.048 0.120
H -3.064 -0.446 -2.395 0.106
H -3.866 -1.689 -3.184 0.123
H -3.414 0.953 -4.008 0.044
```

Summary:
- Energy relative to the best compared isomer or geometry (same formula, charge and spin): 37.1 kcal per mole
- Calculated total energy: -1842.0838 Eh
- Total charge: 0
- SMILES: OCCO.OCCO.OCCO.OCCO.OCCO.OCCO.OCCO.OCCO
- Lowest unoccupied orbital energy: 0.259 eV
- Orbital gap: 10.15 eV

***

C16H48O8 | wB97M-V/def2-TZVPD

Geometry as XYZ:
```
72
Properties=species:S:1:pos:R:3:lowdin_spin:R:1
C -0.446 2.000 0.691 0.010
C -0.167 0.648 0.025 0.053
O 0.245 -0.276 0.989 0.203
H -0.799 2.773 0.009 0.000
H 0.513 2.330 1.091 0.002
H -1.111 1.845 1.541 0.003
H 0.578 0.785 -0.760 0.030
H -1.111 0.308 -0.400 0.013
H 0.165 -1.163 0.630 0.002
C 3.543 0.702 -0.642 0.001
C 4.075 2.040 -0.061 0.001
O 3.121 3.039 -0.263 0.004
H 4.418 0.108 -0.906 0.000
H 3.062 0.854 -1.608 0.000
H 2.949 0.021 -0.033 0.000
H 4.969 2.269 -0.640 0.000
H 4.381 2.006 0.984 0.001
H 2.263 2.746 0.054 0.000
C -3.674 1.179 -2.276 0.000
C -3.127 2.355 -3.056 0.001
O -1.770 2.259 -3.111 0.006
H -3.319 0.245 -2.710 0.000
H -4.740 0.994 -2.146 0.000
H -3.266 1.234 -1.267 0.000
H -3.298 3.401 -2.803 0.000
H -3.353 2.221 -4.114 0.001
H -1.379 3.127 -3.231 0.000
C -4.243 4.321 0.716 0.000
C -5.225 4.871 -0.389 0.000
O -6.580 4.657 -0.081 0.000
H -3.187 4.452 0.477 0.000
H -4.325 3.265 0.974 0.000
H -4.413 4.787 1.687 0.000
H -4.958 4.412 -1.341 0.000
H -4.920 5.917 -0.414 0.000
H -7.062 4.685 -0.910 0.000
C 1.987 -3.935 -1.997 0.000
C 2.126 -3.472 -0.569 0.000
O 0.867 -2.870 -0.232 0.004
H 1.373 -4.834 -2.032 0.000
H 3.012 -4.181 -2.275 0.000
H 1.637 -3.203 -2.725 0.000
H 2.967 -2.784 -0.485 0.000
H 2.383 -4.342 0.036 0.000
H 0.260 -3.563 -0.504 0.000
C 1.554 -0.849 -4.653 0.014
C 0.574 -0.117 -3.686 0.106
O -0.688 -0.200 -4.289 0.450
H 1.226 -1.869 -4.854 0.002
H 2.520 -0.883 -4.148 0.000
H 1.633 -0.360 -5.623 0.004
H 0.824 0.936 -3.556 0.031
H 0.575 -0.595 -2.706 0.057
H -1.276 0.388 -3.810 0.003
C 3.267 0.000 4.123 0.000
C 2.344 -1.194 4.235 0.000
O 1.730 -1.208 5.470 0.000
H 3.590 -0.011 3.083 0.000
H 4.180 -0.032 4.718 0.000
H 2.710 0.906 4.363 0.000
H 2.935 -2.100 4.098 0.000
H 1.533 -1.144 3.508 0.000
H 0.962 -1.782 5.435 0.000
C -0.556 -3.292 3.589 0.000
C -0.676 -4.770 3.887 0.000
O -0.548 -5.376 2.677 0.000
H -0.442 -2.716 4.508 0.000
H -1.464 -2.884 3.143 0.000
H 0.279 -3.074 2.924 0.000
H -1.582 -5.125 4.378 0.000
H 0.095 -5.033 4.611 0.000
H 0.285 -5.851 2.651 0.000
```

Summary:
- Expectation value of S²: 0.756
- Energy relative to the best compared isomer or geometry (same formula, charge and spin): 33.3 kcal per mole
- Calculated total energy: -1239.8124 Eh
- Total charge: +1
- Spin multiplicity: 2
- Lowest unoccupied orbital energy (spin up / spin down): -2.467 / -9.664 eV
- Orbital gap (spin up / spin down): 9.42 / 2.22 eV

***

C16H49Fe2N3O14P | wB97M-V/def2-TZVPD

Geometry as XYZ:
```
85
Properties=species:S:1:pos:R:3:lowdin_spin:R:1
Fe -1.326 0.525 1.901 3.743
Fe 1.628 1.351 -0.609 4.292
P -0.182 -0.564 -0.178 0.036
O -0.051 0.923 0.323 0.236
O -0.804 -1.149 1.129 0.066
O 1.304 -0.656 -0.472 0.080
O -1.121 -0.420 -1.385 0.009
C -1.535 -4.138 0.000 0.001
O -2.188 -3.317 0.910 0.002
H -1.600 -3.775 -1.025 0.000
H -0.496 -4.335 0.266 0.000
H -1.963 -5.129 -0.151 0.000
H -1.692 -2.509 1.060 0.001
C 0.589 -2.643 -3.311 0.001
O -0.416 -1.703 -3.592 0.001
H 1.489 -2.104 -3.018 0.001
H 0.383 -3.223 -2.411 0.000
H 0.762 -3.303 -4.162 0.000
H -0.705 -1.345 -2.750 0.001
C 3.695 -2.782 0.465 0.002
O 2.832 -2.847 -0.689 0.003
H 4.271 -1.861 0.554 0.002
H 3.023 -2.894 1.316 0.000
H 4.339 -3.661 0.457 0.000
H 2.196 -2.136 -0.587 0.001
C -4.524 0.443 0.850 0.007
O -3.091 0.452 0.695 0.035
H -4.914 -0.569 0.960 0.000
H -4.994 1.068 1.610 0.000
H -5.042 0.761 -0.054 0.001
H -2.914 0.022 -0.145 0.001
C -0.230 -3.334 3.630 0.000
O 0.651 -2.494 2.915 0.002
H 0.194 -3.680 4.573 0.000
H -1.109 -2.729 3.853 0.000
H -0.607 -4.143 3.005 0.000
H 0.264 -2.231 2.076 0.001
C -0.685 2.039 -3.266 0.010
O 0.315 1.450 -2.481 0.075
H -0.568 3.122 -3.280 0.004
H -0.502 1.761 -4.304 0.001
H -1.680 1.665 -3.022 0.001
H -0.158 0.674 -2.171 0.001
C -3.850 -1.434 -2.435 0.000
O -3.354 -0.129 -2.219 0.001
H -3.529 -2.096 -1.631 0.000
H -4.935 -1.390 -2.330 0.000
H -3.469 -1.915 -3.336 0.000
H -2.459 -0.367 -1.969 0.000
C 0.809 0.368 4.405 0.008
O 0.073 0.537 3.416 0.047
N 1.658 1.299 4.821 0.003
C 1.905 2.687 4.339 0.017
C 2.246 1.155 6.171 0.001
H 0.767 -0.603 4.923 0.000
H 1.415 2.896 3.388 0.018
H 2.948 2.998 4.299 0.004
H 1.454 3.353 5.075 0.001
H 2.164 0.167 6.625 0.000
H 3.295 1.419 6.035 0.000
H 1.736 1.798 6.889 0.000
C -1.743 3.744 2.154 0.014
O -1.713 2.499 2.350 0.040
N -2.170 4.325 1.059 0.007
C -2.508 5.768 1.078 0.003
C -2.355 3.598 -0.191 0.007
H -1.457 4.513 2.888 0.002
H -2.523 6.230 0.091 0.000
H -1.677 6.286 1.557 0.002
H -3.465 6.001 1.543 0.000
H -1.929 4.214 -0.983 0.003
H -1.802 2.664 -0.085 0.002
H -3.430 3.443 -0.278 0.000
C 3.774 0.026 -2.411 0.026
O 3.206 0.977 -1.898 0.156
N 3.717 -0.346 -3.732 0.009
C 4.287 -1.584 -4.275 0.001
C 3.164 0.526 -4.693 0.003
H 4.320 -0.740 -1.838 0.002
H 3.529 -2.037 -4.914 0.000
H 4.702 -2.263 -3.530 0.000
H 5.164 -1.419 -4.901 0.000
H 2.439 -0.004 -5.311 0.000
H 2.749 1.455 -4.302 0.002
H 4.005 0.798 -5.331 0.000
```

Summary:
- Expectation value of S²: 24.763
- Calculated total energy: -4725.4139 Eh
- Total charge: 0
- Spin multiplicity: 10
- Lowest unoccupied orbital energy (spin up / spin down): 0.259 / 0.158 eV
- Orbital gap (spin up / spin down): 3.90 / 7.91 eV